[1]
# C46H48CrN8O3Te

A structure of composition C46H48CrN8O3Te (ωB97M-V/def2-TZVPD, OMol25).

CARTESIAN COORDINATES (ANGSTROEM)
Cr1 -1.558 -1.093 -1.546
O1 -5.712 -0.882 -1.653
C1 -4.519 -0.562 -1.469
N1 -3.504 -1.336 -0.971
C2 -3.779 -2.680 -0.630
C3 -5.085 -3.228 -0.400
C4 -5.297 -4.578 -0.321
C5 -4.170 -5.428 -0.332
C6 -2.912 -4.866 -0.302
C7 -2.669 -3.515 -0.468
N2 -1.407 -2.924 -0.501
C8 -0.330 -3.651 -0.224
O2 -0.229 -4.914 -0.087
C9 0.947 -2.967 0.148
C10 2.085 -3.749 -0.206
C11 3.336 -3.400 0.228
C12 3.440 -2.213 0.946
C13 2.281 -1.488 1.161
N3 1.036 -1.873 0.830
C14 -4.319 0.911 -1.710
C15 -4.700 1.544 -2.870
C16 -4.739 2.946 -2.899
C17 -4.260 3.593 -1.727
C18 -3.854 2.843 -0.647
N4 -3.869 1.552 -0.647
H1 -5.878 -2.507 -0.271
H2 -6.321 -4.927 -0.195
H3 -4.336 -6.467 -0.177
H4 -2.002 -5.450 -0.263
H5 1.794 -4.714 -0.626
H6 4.170 -4.080 0.150
H7 4.332 -1.824 1.394
H8 2.345 -0.582 1.661
H9 -5.066 0.930 -3.727
H10 -5.164 3.565 -3.657
H11 -4.280 4.679 -1.709
H12 -3.494 3.346 0.274
C19 5.596 0.486 4.585
C20 4.237 0.783 3.956
C21 3.078 0.054 4.367
C22 1.795 0.326 3.784
C23 0.714 -0.658 4.065
C24 1.609 1.444 2.903
Te1 -0.062 1.787 1.731
N5 -1.753 0.597 -2.562
C25 -0.934 1.035 -3.414
O3 -0.557 0.533 -4.543
C26 -0.139 2.424 -3.075
C27 -0.239 2.910 -1.776
C28 0.568 3.969 -1.345
C29 1.471 4.502 -2.287
C30 1.629 3.992 -3.602
C31 0.860 2.907 -3.975
C32 -1.811 1.102 2.849
C33 -2.673 0.383 2.058
C34 -3.953 0.058 2.554
C35 -4.288 0.404 3.891
C36 -3.343 1.126 4.633
C37 -2.137 1.500 4.130
C38 -1.194 2.338 4.974
C39 2.771 2.145 2.540
C40 2.702 3.130 1.378
C41 4.041 1.760 3.028
H13 5.705 1.255 5.370
H14 6.495 0.786 3.993
H15 5.704 -0.502 5.041
H16 3.145 -0.806 4.989
H17 1.059 -1.323 4.829
H18 0.413 -1.157 3.148
H19 -0.164 -0.166 4.433
H20 -1.059 2.517 -1.138
H21 0.471 4.524 -0.436
H22 2.045 5.390 -1.996
H23 2.394 4.450 -4.235
H24 0.891 2.397 -4.922
H25 -2.380 -0.085 1.084
H26 -4.614 -0.631 1.942
H27 -5.245 0.128 4.208
H28 -3.656 1.467 5.623
H29 -1.630 2.581 5.952
H30 -0.962 3.315 4.449
H31 -0.257 1.829 5.229
H32 2.332 2.704 0.423
H33 3.739 3.494 1.233
H34 2.100 3.989 1.637
H35 4.782 2.438 2.615
C42 0.620 -2.635 -3.831
N6 1.830 -1.949 -3.409
C43 3.025 -2.733 -3.629
C44 1.732 -0.998 -2.480
N7 0.624 -0.703 -1.950
N8 2.905 -0.176 -2.231
C45 2.995 0.819 -1.192
C46 3.384 0.485 -3.497
H36 1.035 -3.399 -4.565
H37 -0.078 -1.995 -4.336
H38 0.034 -3.086 -2.996
H39 2.878 -3.760 -3.188
H40 3.854 -2.248 -3.096
H41 3.310 -2.719 -4.712
H42 0.726 0.244 -1.464
H43 2.516 0.491 -0.264
H44 2.517 1.742 -1.513
H45 4.034 1.057 -1.015
H46 3.287 -0.196 -4.347
H47 4.378 0.807 -3.338
H48 2.786 1.317 -3.817

Calculated values
<S²> = 8.77
LUMO level (spin up / spin down) = 0.075 / 0.051 hartree
highest occupied orbital energy (spin up / spin down) = -4.217 / -4.379 eV
net charge = -1
2S+1 = 6



[2]
# C46H48N9O3PRuS4Se

A structure of composition C46H48N9O3PRuS4Se (ωB97M-V/def2-TZVPD, OMol25).

CARTESIAN COORDINATES (ANGSTROEM)
Ru1 0.008 0.007 0.306
S1 -3.246 -2.403 7.103
N1 -2.265 -3.204 6.110
C1 -1.893 -2.337 5.199
C2 -0.994 -2.614 4.083
C3 -0.375 -3.851 3.893
C4 0.504 -3.996 2.852
C5 0.679 -2.917 1.995
N2 0.044 -1.762 2.129
C6 -0.736 -1.584 3.188
C7 -1.284 -0.219 3.392
N3 -0.934 0.720 2.510
C8 -1.379 1.953 2.692
C9 -2.206 2.320 3.752
C10 -2.588 1.359 4.647
C11 -2.112 0.057 4.470
C12 -2.445 -1.034 5.383
N4 -3.231 -0.941 6.429
H1 -0.586 -4.659 4.584
H2 1.045 -4.918 2.686
H3 1.367 -2.980 1.165
H4 -1.052 2.676 1.948
H5 -2.542 3.345 3.840
H6 -3.242 1.574 5.484
C13 -1.367 -3.520 -0.294
C14 -0.092 -3.372 -1.139
C15 -0.140 -4.391 -2.275
P1 0.111 -1.569 -1.619
C16 1.192 -1.759 -3.112
C17 1.274 -0.525 -4.006
C18 2.590 -2.270 -2.739
C19 -1.519 -1.235 -2.316
C20 -1.953 -1.812 -3.518
C21 -3.243 -1.697 -3.993
C22 -3.693 -2.368 -5.274
C23 -4.126 -0.941 -3.212
C24 -3.734 -0.328 -2.041
C25 -2.402 -0.454 -1.529
N5 -1.973 0.145 -0.380
C26 -2.959 0.916 0.312
C27 -3.780 0.311 1.287
C28 -3.678 -1.166 1.556
C29 -4.732 1.064 1.965
C30 -4.918 2.417 1.695
C31 -5.946 3.228 2.454
C32 -4.145 2.984 0.694
C33 -3.188 2.256 -0.022
C34 -2.485 2.917 -1.181
H7 -1.350 -4.453 0.283
H8 -2.243 -3.529 -0.946
H9 -1.495 -2.698 0.398
H10 0.776 -3.611 -0.523
H11 -0.975 -4.188 -2.950
H12 -0.304 -5.382 -1.839
H13 0.783 -4.438 -2.853
H14 0.698 -2.545 -3.673
H15 1.998 0.195 -3.620
H16 0.315 -0.016 -4.098
H17 1.601 -0.826 -5.008
H18 3.169 -1.507 -2.220
H19 3.141 -2.539 -3.645
H20 2.555 -3.156 -2.097
H21 -1.240 -2.360 -4.130
H22 -2.845 -2.801 -5.809
H23 -4.188 -1.660 -5.948
H24 -4.407 -3.174 -5.074
H25 -5.155 -0.818 -3.547
H26 -4.455 0.268 -1.498
H27 -2.643 -1.491 1.541
H28 -4.198 -1.734 0.778
H29 -4.121 -1.421 2.526
H30 -5.351 0.579 2.723
H31 -6.820 2.621 2.702
H32 -6.281 4.086 1.869
H33 -5.537 3.610 3.396
H34 -4.299 4.032 0.434
H35 -3.213 3.456 -1.798
H36 -1.961 2.192 -1.800
H37 -1.741 3.633 -0.832
Se1 0.676 2.296 0.145
S2 0.953 2.603 -3.153
C35 0.796 3.544 -4.483
N6 1.747 4.344 -5.029
C36 1.493 4.866 -6.365
C37 -0.017 5.044 -6.436
S3 -0.682 3.680 -5.431
H38 2.688 4.225 -4.687
H39 1.831 4.163 -7.132
H40 2.012 5.812 -6.509
H41 -0.394 4.970 -7.454
H42 -0.330 5.989 -5.994
O1 10.466 -0.355 -1.332
S4 9.447 0.632 -1.037
O2 8.513 0.880 -2.115
O3 9.924 1.823 -0.353
C38 8.440 -0.140 0.277
N7 9.099 -0.747 1.283
C39 8.352 -1.234 2.259
C40 6.969 -1.138 2.278
C41 6.383 -0.497 1.207
N8 7.104 -0.007 0.209
C42 4.896 -0.349 1.077
C43 4.033 -0.465 2.152
C44 2.666 -0.362 1.949
N9 2.110 -0.176 0.748
C45 2.960 0.017 -0.275
C46 4.334 -0.068 -0.156
H43 8.883 -1.733 3.066
H44 6.386 -1.567 3.085
H45 4.408 -0.611 3.159
H46 1.984 -0.412 2.782
H47 2.500 0.267 -1.215
H48 4.987 0.100 -1.006

Calculated values
<S²> = 0.76
ΔE to the lowest compared entry with this formula, charge and spin = 0.0 kcal/mol
LUMO level (spin up / spin down) = 0.023 / 0.023 hartree
highest occupied orbital energy (spin up / spin down) = -4.519 / -4.432 eV
net charge = -1
2S+1 = 2



[3]
# C46H49N11

A cluster of 11 separate species, C46H49N11 in total (ωB97M-V/def2-TZVPD, OMol25).

CARTESIAN COORDINATES (ANGSTROEM)
C1 -1.569 -5.865 0.373
C2 -0.206 -6.092 0.135
C3 0.384 -5.279 -0.834
N1 -0.304 -4.350 -1.534
C4 -1.599 -4.288 -1.315
C5 -2.318 -4.956 -0.332
H1 -1.959 -6.539 1.148
H2 0.324 -6.880 0.634
H3 1.471 -5.251 -1.050
H4 -2.122 -3.551 -1.979
H5 -3.330 -4.721 -0.083
C6 -1.244 -0.441 -3.893
C7 0.008 -1.038 -4.018
C8 0.067 -2.374 -4.404
N2 -1.045 -3.110 -4.637
C9 -2.215 -2.456 -4.549
C10 -2.416 -1.148 -4.099
H6 -1.229 0.584 -3.558
H7 0.913 -0.486 -3.786
H8 0.965 -2.951 -4.557
H9 -3.110 -3.008 -4.777
H10 -3.431 -0.761 -3.993
C11 -5.422 0.387 0.539
C12 -4.437 0.153 -0.400
C13 -4.405 -1.088 -1.057
N3 -5.285 -2.050 -0.791
C14 -6.226 -1.823 0.143
C15 -6.317 -0.622 0.833
H11 -5.473 1.358 1.035
H12 -3.751 0.944 -0.641
H13 -3.586 -1.384 -1.741
H14 -6.942 -2.643 0.242
H15 -6.907 -0.571 1.708
C16 2.187 1.574 -6.441
C17 2.994 0.725 -5.706
C18 3.028 0.964 -4.345
N4 2.463 1.985 -3.736
C19 1.800 2.857 -4.486
C20 1.624 2.712 -5.857
H16 2.064 1.471 -7.534
H17 3.543 -0.065 -6.217
H18 3.501 0.352 -3.624
H19 1.409 3.731 -3.965
H20 1.096 3.416 -6.520
C21 2.124 -1.686 2.005
C22 2.271 -1.442 3.361
C23 2.309 -2.556 4.204
N5 2.193 -3.812 3.812
C24 2.073 -4.029 2.501
C25 2.032 -3.019 1.573
H21 2.204 -0.821 1.389
H22 2.310 -0.457 3.829
H23 2.497 -2.438 5.266
H24 2.018 -5.080 2.245
H25 1.883 -3.180 0.492
C26 3.676 2.766 3.380
C27 4.891 3.207 3.961
C28 5.374 4.474 3.550
N6 4.726 5.275 2.725
C29 3.615 4.800 2.188
C30 3.038 3.558 2.440
H26 3.245 1.804 3.664
H27 5.376 2.528 4.662
H28 6.246 4.842 3.982
H29 3.096 5.502 1.579
H30 2.127 3.167 1.979
C31 -1.460 -2.535 4.012
C32 -2.621 -3.262 3.700
C33 -3.844 -2.608 3.758
N7 -3.966 -1.320 4.038
C34 -2.838 -0.642 4.269
C35 -1.586 -1.202 4.375
H31 -0.497 -3.044 4.053
H32 -2.433 -4.303 3.490
H33 -4.766 -3.156 3.686
H34 -2.976 0.415 4.542
H35 -0.699 -0.553 4.595
C36 -0.237 -0.969 -0.571
C37 0.879 -0.297 -1.025
C38 1.243 0.949 -0.520
N8 0.521 1.564 0.434
C39 -0.577 0.991 0.844
C40 -0.983 -0.331 0.396
H36 -0.553 -1.931 -0.999
H37 1.579 -0.799 -1.689
H38 2.128 1.472 -0.913
H39 -1.210 1.556 1.546
H40 -1.903 -0.809 0.736
C41 -0.584 4.318 2.632
C42 -0.505 3.182 3.491
N9 -0.429 2.279 4.195
H41 -1.279 5.044 3.015
H42 -0.769 4.080 1.559
H43 0.426 4.777 2.681
C43 4.602 3.678 -0.879
C44 3.214 4.154 -1.069
N10 2.108 4.481 -1.145
H44 5.246 4.446 -1.121
H45 4.821 2.741 -1.369
H46 4.734 3.487 0.177
C45 -0.738 4.080 -1.559
C46 -2.027 3.453 -1.897
N11 -3.076 2.986 -2.096
H47 -0.077 3.894 -2.392
H48 -0.307 3.773 -0.599
H49 -0.876 5.133 -1.500

Calculated values
ΔE to the lowest compared entry with this formula, charge and spin = 0.0 kcal/mol
LUMO level = 0.014 hartree
highest occupied orbital energy = -9.279 eV



[4]
# C46H49N9O7S4Ti

A structure of composition C46H49N9O7S4Ti (ωB97M-V/def2-TZVPD, OMol25).

CARTESIAN COORDINATES (ANGSTROEM)
Ti1 -20.886 4.846 -1.867
S1 -19.481 8.248 2.521
C1 -19.535 9.440 3.738
C2 -20.151 10.600 3.371
C3 -20.641 10.494 2.060
C4 -20.378 9.234 1.495
C5 -20.983 8.734 0.308
C6 -20.857 7.365 -0.057
N1 -21.261 6.876 -1.240
C7 -22.068 7.641 -2.071
C8 -22.378 9.022 -1.656
C9 -23.270 9.736 -2.525
C10 -23.768 9.122 -3.624
C11 -23.498 7.766 -4.016
C12 -24.177 7.041 -5.049
C13 -23.735 5.722 -5.282
C14 -22.537 5.237 -4.652
N2 -22.034 5.822 -3.564
C15 -22.520 7.075 -3.255
C16 -24.432 4.905 -6.281
C17 -25.396 5.269 -7.209
C18 -25.681 4.224 -8.103
C19 -25.132 3.005 -7.774
S2 -24.144 3.153 -6.344
C20 -21.721 9.540 -0.555
H1 -18.895 9.275 4.621
H2 -20.293 11.481 3.971
H3 -21.095 11.278 1.550
H4 -20.244 6.716 0.530
H5 -23.560 10.720 -2.326
H6 -24.475 9.696 -4.229
H7 -25.003 7.516 -5.572
H8 -22.098 4.285 -4.927
H9 -25.812 6.283 -7.307
H10 -26.317 4.389 -9.001
H11 -25.234 2.100 -8.438
H12 -21.762 10.611 -0.372
N3 -18.134 3.849 2.593
C21 -18.291 3.539 1.170
C22 -18.872 2.160 0.788
C23 -17.660 1.211 0.625
C24 -17.980 -0.255 0.833
N4 -19.249 -0.698 0.215
C25 -19.400 -1.296 -0.975
N5 -18.389 -1.364 -1.858
N6 -20.622 -1.788 -1.314
C26 -18.790 4.751 0.503
O1 -18.429 5.831 0.968
O2 -19.607 4.597 -0.503
H13 -18.902 4.420 3.025
H14 -18.029 3.040 3.180
H15 -17.275 3.412 0.774
H16 -19.445 2.147 -0.194
H17 -19.573 1.807 1.556
H18 -16.789 1.437 1.247
H19 -17.364 1.396 -0.427
H20 -17.986 -0.506 1.862
H21 -17.202 -0.873 0.323
H22 -20.184 -0.453 0.691
H23 -17.648 -0.654 -1.708
H24 -18.628 -1.571 -2.838
H25 -21.427 -1.809 -0.618
H26 -20.766 -2.294 -2.160
O3 -22.144 3.948 -1.260
S3 -25.408 5.526 0.956
C27 -24.395 4.562 1.949
C28 -24.233 5.100 3.221
C29 -23.572 4.426 4.208
C30 -22.952 3.199 3.877
C31 -23.112 2.651 2.593
C32 -23.766 3.378 1.593
C33 -26.284 4.416 -0.129
C34 -25.653 3.774 -1.217
C35 -26.428 2.861 -1.933
C36 -27.762 2.585 -1.542
C37 -28.420 3.285 -0.501
C38 -27.602 4.132 0.240
H27 -24.552 6.161 3.350
H28 -23.448 4.794 5.220
H29 -22.363 2.682 4.630
H30 -22.512 1.745 2.230
H31 -23.726 2.973 0.582
H32 -24.546 3.888 -1.340
H33 -26.043 2.225 -2.754
H34 -28.314 1.897 -2.174
H35 -29.503 3.050 -0.181
H36 -27.948 4.651 1.167
C39 -21.579 4.816 -9.065
C40 -20.125 4.297 -8.979
S4 -19.742 3.472 -7.384
O4 -20.067 4.578 -6.445
O5 -20.333 2.137 -7.246
C41 -17.938 3.286 -7.372
C42 -17.290 2.847 -6.069
N7 -18.261 2.912 -4.907
C43 -18.571 4.079 -4.219
N8 -19.704 3.901 -3.457
C44 -20.078 2.610 -3.586
C45 -19.237 1.973 -4.449
N9 -19.139 0.608 -4.572
O6 -20.128 -0.059 -4.184
O7 -18.080 0.150 -5.076
C46 -17.949 5.448 -4.403
H37 -21.675 5.520 -9.928
H38 -21.895 5.280 -8.119
H39 -22.243 3.959 -9.323
H40 -19.395 5.169 -8.903
H41 -19.925 3.672 -9.879
H42 -17.586 4.285 -7.664
H43 -17.717 2.509 -8.126
H44 -16.488 3.504 -5.786
H45 -17.005 1.801 -6.121
H46 -20.844 2.109 -3.018
H47 -17.590 5.563 -5.464
H48 -17.133 5.595 -3.669
H49 -18.723 6.172 -4.198

Calculated values
<S²> = 2.05
ΔE to the lowest compared entry with this formula, charge and spin = 87.1 kcal/mol
LUMO level (spin up / spin down) = -0.205 / -0.299 hartree
highest occupied orbital energy (spin up / spin down) = -8.452 / -10.653 eV
net charge = +2
2S+1 = 3



Number 1: F_max 5.7 eV/Å. Number 2: F_max 1.3 eV/Å. Number 3: F_max 2.7 eV/Å. Number 4: F_max 2.7 eV/Å.